Entry 1:
Molecular formula: C8H12N2
Method: DFT, ωB97M-V with the def2-TZVPD basis set

Structure (XYZ):
```
22
Properties=species:S:1:pos:R:3:mulliken_charge:R:1
C -2.66 0.15 -1.21 -0.054
C 2.10 -0.26 -0.41 0.169
C -0.20 0.36 -0.29 0.121
C 0.75 -0.69 -0.13 1.144
C -3.93 -0.09 -0.61 -0.783
C 3.31 0.38 0.17 -1.015
C 0.10 1.78 0.04 -1.261
C 0.59 -1.73 0.91 -1.675
N -1.48 0.15 -0.70 -0.036
N 1.68 -1.00 -1.35 -0.718
H -4.47 -1.05 -0.88 0.259
H -4.73 0.54 -0.89 0.327
H -3.90 -0.11 0.54 0.244
H 3.22 1.43 0.24 0.360
H 4.22 0.18 -0.50 0.305
H 3.40 -0.02 1.15 0.294
H 1.07 2.01 -0.14 0.398
H -0.04 1.89 1.12 0.254
H -0.65 2.40 -0.47 0.398
H 1.47 -2.15 1.05 0.546
H 0.06 -2.63 0.51 0.328
H 0.11 -1.53 1.84 0.395
```

Output
HOMO	-7.0	eV
lowest unoccupied orbital energy	0.7455	eV
total charge	0
HOMO-LUMO gap	7.7	eV
strongest force on any atom	5.99	eV/Å
energy relative to the best compared isomer or geometry (same formula, charge and spin)	566.5	kJ/mol

***

Entry 2:
Molecular formula: C8H12N2O
Method: DFT, ωB97M-V with the def2-TZVPD basis set

Structure (XYZ):
```
23
Properties=species:S:1:pos:R:3:mulliken_charge:R:1
C 0.43 -2.31 -0.28 -0.768
C -0.74 -1.80 -0.64 -0.261
C 1.36 -1.36 0.28 0.542
C 2.58 1.46 0.13 -0.545
C 1.64 1.79 -0.98 -0.669
C 1.09 1.17 0.39 -0.145
C -2.81 -0.22 0.97 -0.938
C -1.95 0.33 -0.20 -0.525
N -0.91 -0.49 -0.57 -0.151
N 0.70 -0.10 0.50 -0.117
O 2.53 -1.61 0.55 -0.654
H 0.63 -3.34 -0.45 0.427
H -1.38 -2.39 -1.14 0.587
H 3.15 0.52 -0.02 0.252
H 3.06 2.18 0.85 0.244
H 1.35 2.81 -1.07 0.316
H 2.04 1.32 -1.84 0.302
H 0.45 1.86 1.02 0.517
H -3.70 0.35 1.44 0.334
H -3.26 -1.22 0.49 0.209
H -2.00 -0.65 1.62 0.287
H -2.61 0.41 -1.08 0.387
H -1.65 1.29 0.01 0.370
```

Output
HOMO (spin up / spin down)	-8.4 / -8.4	eV
lowest unoccupied orbital energy (spin up / spin down)	-0.1189 / -0.1190	eV
total charge	0
HOMO-LUMO gap (spin up / spin down)	8.3 / 8.3	eV
strongest force on any atom	5.57	eV/Å
energy relative to the best compared isomer or geometry (same formula, charge and spin)	521.0	kJ/mol

***

Entry 3:
Molecular formula: C8H12N2O2
Method: DFT, ωB97M-V with the def2-TZVPD basis set

Structure (XYZ):
```
24
Properties=species:S:1:pos:R:3:mulliken_spin:R:1
C -2.46 -1.20 0.15 -0.006
C -1.59 -0.12 -0.01 0.529
C 1.22 0.48 0.32 0.014
C -0.02 -0.39 -0.25 0.022
C 2.08 1.10 -0.47 -0.002
C 1.32 0.50 1.81 0.011
C 0.07 -0.45 -1.79 0.068
C 0.25 -1.81 0.29 0.017
N -3.16 -2.09 0.30 0.350
N -2.05 1.10 -0.01 0.405
O -3.21 1.48 0.11 0.569
O -1.10 2.10 -0.16 0.031
H 2.92 1.61 -0.04 0.001
H -1.58 2.95 -0.09 0.003
H 2.01 1.13 -1.54 -0.001
H 0.34 0.63 2.26 -0.003
H 1.97 1.31 2.14 0.000
H 1.74 -0.44 2.19 0.000
H -0.03 0.55 -2.21 -0.006
H -0.71 -1.08 -2.19 -0.008
H 1.03 -0.87 -2.09 0.012
H 0.01 -1.87 1.35 -0.008
H 1.30 -2.05 0.16 0.000
H -0.34 -2.55 -0.24 0.001
```

Output
HOMO (spin up / spin down)	-6.7 / -9.9	eV
multiplicity	3
lowest unoccupied orbital energy (spin up / spin down)	0.5312 / -2.5244	eV
total charge	0
HOMO-LUMO gap (spin up / spin down)	7.3 / 7.4	eV
strongest force on any atom	7.79	eV/Å
energy relative to the best compared isomer or geometry (same formula, charge and spin)	4.1	kJ/mol

***

Entry 4:
Molecular formula: C8H12N2O2S
Method: DFT, ωB97M-V with the def2-TZVPD basis set

Structure (XYZ):
```
25
Properties=species:S:1:pos:R:3:mulliken_charge:R:1
C 2.96 -2.07 0.31 -0.828
H 3.89 -2.06 0.82 0.371
H 2.28 -2.84 0.27 0.310
H 3.21 -1.74 -0.79 0.240
S 2.33 -0.56 1.05 -0.083
C 0.77 -0.71 0.13 0.229
N 0.65 -1.66 -0.75 -0.377
C -0.47 -1.42 -1.77 0.134
C -1.46 -0.53 -1.50 -0.697
C -1.27 0.39 -0.30 0.565
N -0.30 0.18 0.26 -0.045
O -2.20 1.20 -0.22 -0.434
C -1.86 2.22 1.12 -0.376
C -0.98 3.08 0.89 -0.228
O 0.33 2.82 1.55 -0.554
H 0.50 1.72 1.48 0.312
H -1.11 4.12 1.45 0.236
H -0.64 3.15 -0.08 0.319
H -3.10 2.71 1.09 0.196
H -1.92 1.39 2.01 0.344
H -2.35 -0.45 -2.06 0.466
C -0.72 -2.66 -2.76 -1.285
H -1.61 -3.16 -2.64 0.375
H -0.86 -2.10 -3.65 0.420
H 0.24 -2.97 -3.10 0.389
```

Output
HOMO	-8.7	eV
lowest unoccupied orbital energy	0.7130	eV
total charge	0
HOMO-LUMO gap	9.4	eV
strongest force on any atom	18.24	eV/Å
energy relative to the best compared isomer or geometry (same formula, charge and spin)	830.3	kJ/mol

***

Entry 5:
Molecular formula: C8H12N2O3S
Method: DFT, ωB97M-V with the def2-TZVPD basis set

Structure (XYZ):
```
26
Properties=species:S:1:pos:R:3:mulliken_charge:R:1
C -1.06 2.11 -1.31 -0.104
C -0.84 2.88 -0.26 -0.547
C 0.38 -1.67 0.64 -1.196
C -0.81 -0.71 1.00 -0.142
C 1.26 -0.44 0.47 1.228
C -0.09 0.47 0.33 0.043
C 2.00 -0.16 1.78 -1.667
C -0.49 -0.12 -2.16 -0.830
N -0.55 0.85 -1.09 0.029
N -2.15 -1.11 0.47 1.143
O -3.07 -0.61 1.04 -0.621
O -2.18 -1.87 -0.48 -0.629
O 2.15 -0.29 -0.65 -0.598
S -0.24 2.04 1.22 -0.166
H -1.26 2.38 -2.34 0.296
H -0.89 4.02 -0.08 0.285
H 0.68 -2.33 1.45 0.405
H 0.03 -2.26 -0.30 0.286
H -0.98 -0.61 2.15 0.454
H 2.34 -1.18 1.96 0.443
H 1.52 0.29 2.66 0.383
H 2.87 0.49 1.55 0.340
H 0.51 -0.52 -2.19 0.281
H -1.19 -1.02 -2.02 0.229
H -0.84 0.43 -3.17 0.290
H 2.91 -1.03 -0.65 0.367
```

Output
HOMO	-7.3	eV
lowest unoccupied orbital energy	0.3459	eV
total charge	0
HOMO-LUMO gap	7.6	eV
strongest force on any atom	4.17	eV/Å
energy relative to the best compared isomer or geometry (same formula, charge and spin)	472.8	kJ/mol

***

Entry 6:
Molecular formula: C8H12N2OS
Method: DFT, ωB97M-V with the def2-TZVPD basis set

Structure (XYZ):
```
24
Properties=species:S:1:pos:R:3:mulliken_charge:R:1
C -1.29 0.78 1.11 -0.370
C -2.51 1.33 0.81 -0.547
C -0.96 -0.48 0.43 0.725
C -3.55 0.69 -0.02 0.273
C 1.86 -0.52 -0.32 -0.632
C 3.09 0.52 -0.23 -0.572
C 2.60 2.03 0.05 -0.491
C 0.15 -2.75 -0.28 -0.862
N -1.84 -1.11 -0.26 -0.278
N -3.05 -0.49 -0.59 -0.199
O -4.71 0.97 -0.19 -0.599
S 0.54 -1.28 0.81 0.078
H -0.49 1.14 1.68 0.424
H -2.61 2.30 1.21 0.426
H 3.73 0.46 -1.19 0.279
H 1.24 -0.24 -1.18 0.210
H 3.66 0.17 0.56 0.382
H 3.46 2.31 0.62 0.353
H 2.32 2.52 -0.90 0.277
H 1.61 1.75 0.62 -0.121
H -0.02 -2.45 -1.32 0.297
H 0.95 -3.45 -0.40 0.424
H -0.73 -3.26 0.34 0.277
H -3.47 -0.95 -1.36 0.246
```

Output
HOMO (spin up / spin down)	-6.8 / -6.8	eV
lowest unoccupied orbital energy (spin up / spin down)	-0.3974 / -0.3978	eV
total charge	0
HOMO-LUMO gap (spin up / spin down)	6.4 / 6.4	eV
strongest force on any atom	4.56	eV/Å
energy relative to the best compared isomer or geometry (same formula, charge and spin)	671.0	kJ/mol